# 1
Molecular formula: C4H7N3S
Method: DFT, the ωB97M-V functional and the def2-TZVPD basis

Atoms and positions in Å:
C: -1.9566 0.2205 -0.1271
C: 0.4525 0.2093 -0.2505
C: 0.5201 1.5622 -0.3499
C: 0.6187 2.7718 0.1539
H: -2.5345 -0.0428 0.9445
H: -1.6591 1.1297 -0.3692
H: -2.7106 -0.2697 -0.8590
H: -0.6665 -1.6951 1.2530
H: 0.5647 -2.5731 -0.1627
H: 3.5792 -1.6172 -0.0369
H: 0.9853 3.7301 0.3857
N: -0.7284 -0.4467 -0.3446
N: -0.8591 -1.9027 0.0880
N: 1.3625 -0.7437 -0.2582
S: 3.0318 -0.3325 -0.0671

* Kohn-Sham gap: 7.5646 eV


# 2
Molecular formula: C2H3BrN2O2
Method: DFT, the ωB97M-V functional and the def2-TZVPD basis

Atoms and positions in Å:
O: 1.8817 -0.7821 1.1802
N: 1.3390 -0.9207 0.1119
O: 1.8480 -1.2756 -0.9172
N: -0.0193 -0.7532 0.0960
C: -0.6226 0.3898 0.7147
C: -0.7406 0.7083 -0.7382
Br: -2.2302 0.2526 -1.7272
H: 0.0358 1.0186 1.3151
H: -1.5502 0.1612 1.2334
H: 0.0584 1.2010 -1.2687

* Kohn-Sham gap: 9.7502 eV
* SMILES string: O=[N+]([O-])N1C[C@@H]1Br


# 3
Molecular formula: C5H9N2O2S
Method: DFT, the ωB97M-V functional and the def2-TZVPD basis

Atoms and positions in Å:
C: 0.8033 -1.2478 -0.9135
C: -1.3935 -0.6700 1.0558
C: -1.6147 -1.0016 -0.3714
C: -0.8265 0.7280 0.8307
C: -0.4851 -0.3358 -1.0864
N: -0.2693 0.8642 -0.3188
N: 1.9223 2.4585 -0.0719
O: 0.7754 -2.2591 -1.5776
O: 1.6383 -1.0115 0.0359
S: 2.4778 1.6457 1.3605
H: -2.2702 -0.7235 1.7603
H: -0.5935 -1.3029 1.3797
H: -1.6315 -2.1648 -0.5186
H: -2.5324 -0.7049 -0.8561
H: -0.4579 1.4019 1.5613
H: 1.9625 0.4791 0.9064
H: -0.6308 -0.3542 -2.1891
H: 2.2870 1.9481 -0.8039
H: 0.8387 2.2505 -0.1833

* Kohn-Sham gap: 8.2464 eV
* charge: -1


Calculated E_tot in order - -718.73705; -2911.81774; -854.10885 hartree
Calculated relative energy (zero: lowest compared OMol25 entry of this formula, charge and spin) in order - 229.37; 37.01; 28.28 kcal/mol